No. 1
{"formula": "C23H21F6N2O3P2V", "method": "wB97M-V/def2-TZVPD", "elements": ["V", "C", "C", "N", "O", "C", "C", "N", "O", "H", "H", "H", "H", "H", "H", "H", "C", "C", "C", "C", "C", "C", "P", "C", "C", "C", "C", "C", "C", "C", "C", "C", "C", "C", "C", "H", "H", "H", "H", "H", "H", "H", "H", "H", "H", "H", "H", "H", "H", "O", "C", "F", "P", "F", "F", "F", "F", "F"], "coordinates": [[0.536, -2.070, -1.497], [2.951, -3.602, 1.228], [2.083, -2.619, 0.535], [2.295, -2.253, -0.700], [3.470, -2.709, -1.214], [0.939, -1.944, 1.186], [0.759, -1.926, 2.661], [0.196, -1.337, 0.324], [-0.760, -0.472, 0.857], [3.089, -4.470, 0.580], [2.519, -3.916, 2.173], [3.940, -3.176, 1.406], [3.365, -2.759, -2.179], [1.718, -1.995, 3.171], [0.154, -2.786, 2.963], [0.233, -1.030, 2.978], [3.537, 2.639, 0.360], [3.095, 1.821, 1.396], [1.801, 1.333, 1.383], [0.948, 1.656, 0.320], [1.393, 2.485, -0.710], [2.690, 2.975, -0.685], [-0.731, 1.096, 0.362], [-1.706, 1.855, 1.623], [-2.986, 1.363, 1.902], [-3.745, 1.964, 2.886], [-3.237, 3.056, 3.585], [-1.970, 3.547, 3.307], [-1.195, 2.947, 2.327], [-1.495, 1.357, -1.241], [-2.467, 2.339, -1.355], [-3.000, 2.642, -2.611], [-2.566, 1.988, -3.748], [-1.588, 1.002, -3.652], [-1.056, 0.692, -2.408], [4.548, 3.024, 0.376], [3.757, 1.581, 2.216], [1.449, 0.732, 2.212], [0.736, 2.754, -1.528], [3.035, 3.622, -1.479], [-3.387, 0.514, 1.360], [-4.733, 1.588, 3.113], [-3.839, 3.525, 4.352], [-1.585, 4.396, 3.854], [-0.206, 3.334, 2.114], [-2.814, 2.882, -0.487], [-3.765, 3.403, -2.683], [-2.991, 2.232, -4.712], [-1.254, 0.462, -4.528], [0.323, -1.130, -3.136], [-0.159, -0.418, -2.234], [-0.327, -3.683, -0.840], [-0.388, -4.752, -2.440], [-1.619, -5.469, -1.836], [0.641, -5.668, -1.702], [-0.297, -5.421, -3.820], [0.948, -3.693, -2.752], [-1.280, -3.514, -2.931]], "forces_ev_per_angstrom": [[-0.7, -0.3, -1.2], [0.0, 0.0, 0.1], [0.2, 0.0, 0.2], [0.3, 0.0, 0.3], [0.0, -0.2, -0.1], [0.0, 0.3, 0.1], [0.0, -0.1, 0.0], [0.1, 0.1, 0.2], [-0.1, 0.0, -0.1], [0.0, 0.0, 0.0], [0.0, 0.0, 0.0], [0.0, 0.0, 0.0], [0.0, 0.1, 0.1], [0.0, 0.0, 0.0], [0.0, 0.0, 0.0], [0.0, 0.0, 0.0], [0.0, 0.0, 0.0], [0.0, 0.0, 0.0], [0.0, 0.0, 0.1], [0.0, -0.1, 0.1], [0.0, 0.0, -0.1], [0.0, 0.0, 0.0], [0.0, 0.0, 0.1], [0.1, 0.0, 0.0], [-0.1, -0.1, -0.1], [0.0, 0.1, 0.0], [0.0, 0.0, 0.0], [0.0, 0.0, 0.0], [0.0, 0.1, 0.0], [-0.1, 0.1, -0.1], [0.1, 0.0, 0.0], [0.0, 0.0, 0.0], [0.0, 0.0, 0.0], [0.0, 0.0, 0.0], [0.0, 0.1, 0.5], [0.0, 0.0, 0.0], [0.0, 0.0, 0.0], [0.0, 0.0, 0.0], [0.0, 0.0, 0.0], [0.0, 0.0, 0.0], [0.0, 0.0, 0.0], [0.0, 0.0, 0.0], [0.0, 0.0, 0.0], [0.0, 0.0, 0.0], [0.0, 0.0, 0.0], [0.0, 0.0, 0.0], [0.0, 0.0, 0.0], [0.0, 0.0, 0.0], [0.0, 0.0, 0.0], [0.1, -0.3, 0.2], [0.0, 0.0, -0.2], [0.0, 0.2, 0.0], [0.1, 0.2, 0.2], [0.1, 0.0, 0.0], [0.0, 0.0, 0.0], [0.0, 0.0, 0.0], [0.0, -0.1, 0.0], [0.0, 0.0, 0.0]], "molar_mass_g_mol": 600.3, "orbital_gap_ev": [7.73, 7.69], "e_tot_ev": -93873.624, "relative_energy_kcal_mol": 1.6, "homo_energy_ev": [-15.08, -15.05], "charge": 2}


No. 2
{"formula": "C23H21FFeO6S2", "method": "wB97M-V/def2-TZVPD", "elements": ["C", "C", "C", "Fe", "C", "O", "C", "O", "C", "C", "C", "C", "C", "H", "H", "H", "H", "H", "H", "H", "H", "H", "H", "H", "F", "C", "S", "C", "C", "C", "C", "C", "C", "O", "O", "S", "C", "C", "C", "C", "C", "C", "O", "O", "H", "H", "H", "H", "H", "H", "H", "H", "H", "H"], "coordinates": [[-0.398, -2.029, -1.631], [0.844, -2.164, -0.845], [1.786, -1.127, -0.643], [2.854, -1.098, -2.408], [2.785, 0.725, -2.245], [2.521, 1.857, -2.237], [1.685, -0.847, -3.822], [1.018, -0.744, -4.766], [4.727, -1.319, -1.703], [4.670, -0.750, -3.033], [3.989, -1.698, -3.887], [3.653, -2.849, -3.078], [4.089, -2.602, -1.742], [-1.312, -2.369, -1.112], [-0.584, -0.995, -1.946], [-0.314, -2.613, -2.562], [1.042, -3.193, -0.495], [1.388, -0.109, -0.519], [2.623, -1.290, 0.056], [5.229, -0.875, -0.844], [5.142, 0.166, -3.366], [3.895, -1.621, -4.963], [3.199, -3.772, -3.438], [3.995, -3.304, -0.908], [-2.850, 0.953, 3.142], [-2.836, 0.044, 2.143], [-4.314, 0.243, 1.158], [-4.126, 1.761, 0.210], [-3.654, 1.664, -1.097], [-3.380, 2.818, -1.832], [-3.597, 4.077, -1.255], [-4.100, 4.175, 0.052], [-4.381, 3.014, 0.778], [-4.405, -0.835, 0.198], [-5.365, 0.496, 2.111], [-1.246, -0.104, 1.493], [-0.236, -0.040, 2.938], [0.168, 1.192, 3.451], [0.928, 1.225, 4.616], [1.253, 0.035, 5.277], [0.803, -1.190, 4.774], [0.044, -1.228, 3.609], [-1.083, -1.439, 0.947], [-0.927, 1.066, 0.696], [-3.502, 0.680, -1.533], [-2.986, 2.716, -2.849], [-3.360, 4.982, -1.821], [-4.264, 5.160, 0.509], [-4.789, 3.082, 1.785], [-0.114, 2.109, 2.942], [1.258, 2.189, 5.006], [1.849, 0.062, 6.192], [1.030, -2.126, 5.284], [-0.345, -2.162, 3.215]], "forces_ev_per_angstrom": [[-0.7, 0.3, -0.6], [0.9, 0.0, 0.6], [-1.4, -0.5, 1.6], [-5.3, 1.2, 1.6], [-1.1, 4.5, 0.7], [0.6, -2.0, -0.2], [-3.3, 0.4, -2.1], [1.6, -0.2, 1.4], [2.1, -0.3, -0.8], [2.7, -1.9, -0.5], [2.7, -1.3, -0.1], [1.6, -0.7, -0.9], [0.5, -0.3, -0.3], [0.6, 0.0, -0.2], [0.1, -0.1, 0.2], [0.0, 0.0, 0.1], [0.3, 0.6, -0.3], [-0.1, -0.5, -0.3], [-0.6, -0.2, -0.2], [-0.3, 0.0, -0.3], [-0.2, -0.1, 0.1], [-0.2, 0.1, 0.2], [0.0, 0.4, 0.1], [-0.1, 0.4, -0.3], [-0.1, -0.7, -0.4], [-1.1, 1.6, 0.8], [-2.0, 0.3, -1.5], [0.5, 0.2, 0.0], [0.2, -0.1, -0.1], [-0.2, 0.1, 0.2], [0.1, -0.2, 0.1], [0.0, -0.2, -0.2], [0.2, 0.0, 0.2], [0.6, 0.5, 1.0], [0.7, -0.3, 0.0], [3.1, -1.2, -1.1], [-0.3, 0.2, 0.7], [0.1, -0.1, 0.0], [0.0, -0.1, 0.0], [-0.1, 0.0, -0.2], [0.0, 0.1, 0.0], [0.0, 0.0, -0.1], [-1.0, 1.3, 0.7], [-0.7, -0.6, 0.4], [0.1, 0.2, 0.1], [-0.2, 0.1, 0.4], [-0.1, -0.3, 0.2], [0.0, -0.5, -0.2], [0.1, -0.1, -0.2], [0.1, -0.1, 0.0], [-0.1, -0.3, -0.1], [-0.2, 0.0, -0.3], [0.0, 0.3, -0.1], [0.2, 0.1, 0.0]], "molar_mass_g_mol": 532.4, "orbital_gap_ev": [5.62, 5.65], "e_tot_ev": -95242.862, "relative_energy_kcal_mol": 0.0, "homo_energy_ev": [-5.75, -8.15], "charge": 0, "multiplicity": 5}


No. 3
{"formula": "C23H21FIN3O10S", "method": "wB97M-V/def2-TZVPD", "elements": ["C", "N", "C", "C", "C", "O", "N", "O", "C", "C", "O", "C", "N", "C", "C", "S", "C", "C", "C", "I", "C", "F", "C", "O", "C", "H", "H", "H", "H", "H", "H", "H", "H", "H", "C", "C", "C", "O", "C", "O", "O", "H", "H", "H", "H", "H", "H", "C", "C", "C", "O", "C", "O", "O", "H", "H", "H", "H", "H", "H"], "coordinates": [[1.413, -3.232, 2.545], [1.286, -2.804, 1.126], [1.261, -1.362, 0.986], [-0.087, -0.745, 0.945], [-1.334, -1.662, 1.006], [-1.597, -2.208, 2.328], [-2.910, -2.707, 2.258], [-2.930, -3.788, 1.801], [-0.170, 0.727, 0.846], [1.033, 1.548, 0.757], [0.962, 2.983, 0.664], [1.696, 3.487, 1.710], [2.616, 3.770, 2.341], [2.375, 0.939, 0.757], [2.475, -0.510, 0.884], [4.099, -1.362, 0.892], [3.664, -2.942, 0.077], [4.607, -3.705, -0.754], [4.162, -4.966, -1.371], [5.543, -6.122, -2.580], [2.805, -5.475, -1.202], [2.317, -6.618, -1.778], [1.886, -4.710, -0.351], [0.582, -5.184, -0.142], [2.293, -3.438, 0.302], [1.071, -4.303, 2.636], [2.487, -3.215, 2.901], [0.766, -2.590, 3.194], [-2.274, -1.143, 0.645], [-1.134, -2.529, 0.308], [-1.188, 1.196, 0.845], [3.272, 1.606, 0.655], [5.654, -3.337, -0.899], [0.564, -5.709, 0.681], [-0.994, 0.781, -5.128], [-0.979, -0.414, -4.202], [-1.803, -0.229, -2.958], [-1.135, -1.075, -2.022], [0.166, -1.154, -2.421], [1.044, -1.618, -1.764], [0.329, -0.629, -3.665], [-0.375, 0.587, -6.006], [-2.008, 1.010, -5.460], [-0.573, 1.661, -4.637], [-1.274, -1.317, -4.747], [-2.838, -0.544, -3.093], [-1.789, 0.795, -2.574], [-1.376, 6.511, 2.223], [-2.777, 6.074, 1.862], [-3.216, 4.813, 2.554], [-4.152, 4.266, 1.626], [-3.795, 4.719, 0.391], [-4.241, 4.306, -0.632], [-2.857, 5.702, 0.484], [-1.114, 7.425, 1.686], [-1.283, 6.698, 3.294], [-0.643, 5.756, 1.929], [-3.485, 6.891, 2.034], [-3.693, 5.008, 3.514], [-2.407, 4.091, 2.698]], "forces_ev_per_angstrom": [[0.2, -0.7, 0.6], [1.7, 0.9, -0.1], [-0.9, 2.4, -0.1], [2.3, 1.3, 0.4], [0.4, 0.1, -1.5], [0.9, 0.9, -0.3], [-0.7, -1.2, -0.2], [-0.1, 0.6, 0.4], [1.2, -0.6, 0.1], [0.6, -3.3, 0.1], [0.6, 0.1, 2.6], [-0.4, -1.3, -3.1], [-0.4, 0.5, 0.7], [-1.9, -1.0, 0.0], [-1.9, 0.0, -0.3], [-1.1, -0.3, -0.6], [-1.3, -1.5, -0.6], [-2.1, -0.6, 0.4], [-0.9, 0.6, 0.7], [-0.9, 0.8, 0.8], [0.2, 2.2, 1.3], [1.1, 1.4, 0.6], [1.3, 0.7, 0.2], [1.3, 0.1, 0.0], [1.3, -2.0, -1.9], [0.2, 1.1, -0.1], [-1.1, 0.2, -0.3], [0.6, -0.6, -0.6], [1.1, -0.2, 0.4], [-0.2, 0.9, 0.7], [1.2, -0.4, 0.0], [-1.0, -0.9, 0.2], [-1.2, -0.5, 0.1], [0.0, 0.3, -0.5], [0.4, 0.1, -0.2], [-0.2, 0.7, -0.7], [-0.6, 0.0, 0.1], [0.4, -0.1, -0.1], [0.4, -0.1, 0.1], [-0.3, 0.0, -0.4], [-0.1, -0.3, 0.6], [-0.1, 0.0, 0.0], [0.0, -0.1, 0.0], [-0.1, -0.1, 0.1], [0.0, 0.0, 0.1], [0.1, -0.1, 0.2], [0.1, 0.0, -0.1], [0.2, 0.2, -0.4], [0.8, 0.4, 0.4], [-0.2, -0.1, 0.5], [0.1, 0.1, -0.4], [-0.1, -0.1, -0.4], [0.1, 0.1, 0.3], [-0.5, -0.4, 0.0], [-0.1, 0.0, 0.1], [-0.1, 0.0, 0.0], [-0.1, -0.1, 0.1], [-0.1, -0.1, 0.0], [-0.1, -0.1, -0.1], [0.1, 0.1, 0.0]], "molar_mass_g_mol": 677.4, "smiles": "CN1c2c(CON=O)cc(OC#N)cc2Sc2cc(I)c(F)c(O)c21.C[C@@H]1COC(=O)O1.C[C@@H]1COC(=O)O1", "orbital_gap_ev": 7.92, "e_tot_ev": -70783.117, "homo_energy_ev": -8.26, "charge": 0}


No. 4
{"formula": "C23H21FN3V", "method": "wB97M-V/def2-TZVPD", "elements": ["V", "C", "C", "C", "C", "C", "C", "C", "H", "H", "H", "H", "H", "F", "C", "C", "C", "C", "C", "C", "H", "H", "H", "H", "H", "H", "H", "H", "H", "N", "C", "C", "C", "C", "C", "C", "C", "N", "C", "C", "N", "C", "H", "H", "H", "H", "H", "H", "H"], "coordinates": [[1.147, -1.269, 1.664], [-0.098, -2.464, 1.520], [-0.994, -3.459, 1.108], [-2.105, -2.931, 0.359], [-2.980, -3.683, -0.453], [-3.043, -5.061, -0.206], [-2.170, -5.673, 0.738], [-1.141, -4.889, 1.224], [-2.173, -1.868, 0.113], [-3.833, -3.461, -1.182], [-3.753, -5.781, -0.793], [-2.288, -6.762, 0.899], [-0.424, -5.333, 1.968], [2.596, -1.809, 0.773], [0.089, 3.398, 3.668], [1.269, 2.579, 4.223], [2.586, 3.249, 3.781], [1.228, 2.533, 5.765], [1.316, 1.198, 3.711], [1.212, 0.227, 3.053], [0.303, 4.340, 4.216], [-0.944, 3.082, 4.055], [0.136, 3.548, 2.519], [2.737, 4.195, 4.337], [2.551, 3.531, 2.727], [3.442, 2.648, 3.912], [1.331, 3.600, 6.053], [2.084, 2.002, 6.258], [0.252, 2.238, 6.272], [0.150, 1.766, -8.630], [0.448, 1.169, -7.668], [0.291, 1.035, -6.232], [-0.591, -0.116, -5.699], [-0.488, -0.369, -4.316], [0.250, 0.471, -3.571], [1.294, 1.402, -4.032], [1.082, 2.020, -5.372], [0.136, 0.124, -2.081], [-1.120, 0.411, -1.550], [-0.824, 0.361, -0.051], [0.446, -0.151, 0.100], [0.986, -0.372, -1.121], [-1.483, -0.253, -6.242], [-0.310, -1.366, -4.007], [1.447, 2.428, -3.221], [1.642, 3.012, -5.990], [-2.116, 0.903, -2.010], [-1.567, 0.302, 0.615], [1.996, -0.703, -1.204]], "forces_ev_per_angstrom": [[-0.6, -0.8, 0.0], [0.2, -1.0, 1.4], [-2.8, 0.0, -1.6], [-0.8, 0.8, -2.6], [-1.1, -1.9, 0.7], [-0.5, -2.4, -0.4], [-0.6, 0.8, -1.8], [1.9, -0.2, 2.8], [0.4, -0.1, 0.6], [1.7, 1.1, 1.1], [1.1, 1.6, 1.1], [0.4, 0.8, 0.2], [-0.6, 0.1, -0.9], [1.6, -0.2, -0.7], [-0.4, 0.7, 0.2], [0.5, -1.8, 0.0], [-1.0, 1.7, 0.0], [-0.4, 1.3, 1.3], [-0.3, 4.2, 2.0], [-0.4, -3.5, -1.7], [-0.6, 0.3, -0.8], [1.5, 0.0, -0.9], [-0.2, -0.4, 2.1], [0.0, -0.2, -0.1], [-0.1, -0.2, 0.0], [0.8, -0.9, 0.3], [0.1, -0.3, 0.3], [-0.8, 0.2, -0.8], [1.1, -0.1, -1.1], [1.1, -1.2, -0.3], [-2.2, 2.4, 0.6], [1.1, 0.7, 1.9], [2.7, 3.0, -1.3], [1.1, 0.4, -1.1], [2.4, -0.2, 1.9], [-1.9, 6.1, 1.7], [-0.6, -3.7, -2.6], [-0.8, 0.2, -2.0], [0.6, 1.6, 4.9], [2.0, -1.0, -7.6], [-1.2, -0.2, -1.5], [-1.9, 2.7, 0.9], [-0.8, -0.8, -0.9], [-1.6, -1.3, 1.0], [0.0, -3.2, -1.8], [-1.5, -3.3, 2.4], [3.1, -1.4, 0.6], [-2.1, 0.1, 3.0], [0.3, -0.2, -0.6]], "molar_mass_g_mol": 409.4, "orbital_gap_ev": [4.73, 4.99], "e_tot_ev": -57056.048, "relative_energy_kcal_mol": 175.8, "homo_energy_ev": [-0.28, -0.54], "charge": -2, "multiplicity": 3}


No. 5
{"formula": "C23H21FN6O3", "method": "wB97M-V/def2-TZVPD", "elements": ["C", "C", "N", "N", "C", "C", "C", "C", "C", "C", "C", "O", "N", "C", "C", "C", "N", "C", "C", "C", "C", "C", "C", "C", "F", "N", "C", "C", "C", "C", "N", "O", "O", "H", "H", "H", "H", "H", "H", "H", "H", "H", "H", "H", "H", "H", "H", "H", "H", "H", "H", "H", "H", "H"], "coordinates": [[-2.514, -2.668, 2.515], [-1.744, -2.528, 1.260], [-0.558, -3.067, 1.098], [-0.153, -2.776, -0.145], [1.118, -3.269, -0.615], [2.116, -2.151, -0.796], [2.614, -1.837, -2.053], [3.513, -0.796, -2.208], [3.917, -0.059, -1.110], [3.425, -0.371, 0.152], [3.951, 0.375, 1.336], [4.733, -0.103, 2.129], [3.546, 1.673, 1.438], [2.520, 2.293, 0.747], [2.243, 3.674, 0.742], [1.123, 3.791, -0.046], [0.800, 2.555, -0.467], [-0.369, 2.153, -1.199], [-1.550, 1.978, -0.274], [-1.410, 1.324, 0.944], [-2.483, 1.200, 1.807], [-3.725, 1.704, 1.454], [-3.892, 2.343, 0.240], [-2.802, 2.479, -0.600], [-2.957, 3.137, -1.769], [1.633, 1.632, 0.017], [2.534, -1.420, 0.308], [-1.042, -2.032, -0.817], [-0.846, -1.605, -2.220], [-2.113, -1.845, 0.066], [-3.301, -1.144, -0.165], [-4.183, -1.221, 0.672], [-3.397, -0.487, -1.191], [-2.857, -1.694, 2.859], [-3.401, -3.274, 2.339], [-1.894, -3.140, 3.271], [1.466, -3.969, 0.148], [0.971, -3.804, -1.558], [2.307, -2.413, -2.914], [3.900, -0.560, -3.188], [4.619, 0.752, -1.227], [3.971, 2.212, 2.182], [2.786, 4.450, 1.239], [0.552, 4.651, -0.332], [-0.135, 1.202, -1.685], [-0.597, 2.899, -1.964], [-0.444, 0.915, 1.207], [-2.352, 0.703, 2.755], [-4.567, 1.586, 2.118], [-4.849, 2.734, -0.067], [2.159, -1.669, 1.290], [-0.800, -2.477, -2.874], [0.093, -1.061, -2.320], [-1.674, -0.974, -2.528]], "forces_ev_per_angstrom": [[0.0, -0.1, 0.1], [-0.2, 0.3, -0.5], [0.0, -0.4, 0.9], [-0.6, 0.3, -0.3], [0.4, 0.0, -0.1], [0.1, 0.0, 0.0], [0.0, 0.0, 0.1], [0.1, 0.1, 0.0], [0.0, -0.1, 0.1], [0.2, -0.5, -0.2], [0.1, -0.1, 0.0], [0.0, -0.1, 0.0], [0.3, 0.3, 0.3], [-0.9, 0.4, -0.5], [0.0, -0.1, 0.0], [0.1, -0.1, 0.1], [0.4, 0.6, 0.0], [-0.5, -0.2, -0.1], [-0.2, 0.2, -0.2], [-0.1, 0.0, 0.0], [0.1, 0.0, 0.1], [0.1, 0.1, -0.1], [0.0, 0.1, -0.1], [0.2, -0.1, 0.4], [0.0, -0.1, 0.0], [0.2, -0.5, 0.3], [0.2, 0.1, 0.0], [-0.6, 0.2, 0.1], [0.0, 0.1, -0.2], [1.5, -0.9, 0.2], [-0.5, 0.4, -0.2], [-0.1, -0.1, 0.1], [-0.1, 0.0, -0.2], [0.0, 0.0, 0.1], [0.0, 0.0, 0.1], [0.0, 0.0, 0.1], [-0.1, 0.0, -0.2], [0.0, 0.0, 0.1], [-0.1, -0.1, -0.1], [0.0, 0.0, -0.1], [0.1, 0.1, 0.0], [0.0, -0.2, -0.1], [0.1, 0.2, 0.1], [-0.1, 0.2, -0.1], [0.1, 0.2, 0.0], [0.1, -0.1, 0.1], [0.1, 0.0, 0.0], [0.0, -0.1, 0.1], [-0.1, 0.0, 0.0], [-0.1, 0.1, -0.1], [-0.1, 0.0, 0.2], [0.0, 0.0, -0.1], [0.0, 0.0, -0.1], [0.1, -0.1, 0.0]], "molar_mass_g_mol": 448.5, "smiles": "Cc1nn(Cc2cccc(C(=O)Nc3ccn(Cc4ccccc4F)n3)c2)c(C)c1[N+](=O)[O-]", "orbital_gap_ev": 8.82, "e_tot_ev": -41990.154, "homo_energy_ev": -8.72, "charge": 0}


Q: Which value of charge does entry 5 give?
A: 0


Q: Look up the charge of the third one.
A: 0


Q: What is the formula in the third record?
A: C23H21FIN3O10S


Q: What is the formula in the third record?
A: C23H21FIN3O10S